No. 1
{
  "formula": "C4H8NO3P",
  "method": "wB97M-V/def2-TZVPD",
  "symbols": ["C", "C", "C", "C", "N", "O", "O", "O", "P", "H", "H", "H", "H", "H", "H", "H", "H"],
  "coordinates": [[-1.4715, 0.9534, 1.1635], [-0.4988, 0.5738, -1.6677], [0.4135, 0.2108, -0.4706], [-0.4583, -0.1397, 0.7578], [0.3166, -0.5988, 1.8945], [-1.1886, 2.0811, 1.4204], [-2.5966, 0.2747, 1.2393], [-1.7530, -2.2246, 1.7278], [-1.9825, -1.2188, 0.5206], [-1.3827, 1.0722, -1.2755], [-0.6806, -0.3539, -2.3833], [-0.0525, 1.2503, -2.4102], [1.1331, -0.6934, -0.5568], [0.9112, 1.2743, -0.2188], [1.3324, -0.8517, 1.6433], [-0.8590, -2.1408, 2.0712], [0.2743, 0.0111, 2.7501]],
  "forces_ev_per_angstrom": [[2.331, -0.474, 0.422], [0.816, -2.284, -2.020], [0.437, 1.555, 0.882], [0.652, 0.213, -0.659], [1.998, -0.094, 0.721], [-0.818, 0.589, 0.068], [-1.130, -0.214, -0.088], [-1.049, -0.764, -0.214], [-0.510, 0.199, -0.443], [-0.331, -0.291, -0.406], [-0.391, 1.654, 1.852], [0.232, 0.123, 0.653], [-0.828, 1.874, -0.461], [-0.355, -2.719, -0.181], [-2.217, 0.874, 0.607], [0.926, 0.552, 0.727], [0.237, -0.792, -1.461]],
  "nbo_charge": [0.77, -0.64, -0.42, -0.29, -0.88, -0.56, -0.71, -0.99, 1.30, 0.21, 0.22, 0.23, 0.21, 0.23, 0.39, 0.51, 0.41],
  "e_above_lowest_ev": 0.000,
  "homo_energy_ev": -9.5
}


No. 2
{
  "formula": "C50H103CuF9NO24",
  "method": "wB97M-V/def2-TZVPD",
  "symbols": ["Cu", "C", "O", "O", "C", "F", "F", "F", "C", "C", "H", "H", "H", "H", "H", "H", "C", "C", "N", "H", "H", "H", "C", "O", "C", "C", "O", "C", "C", "O", "C", "H", "H", "H", "H", "H", "H", "H", "H", "H", "H", "H", "H", "H", "H", "C", "O", "C", "C", "O", "C", "C", "O", "C", "H", "H", "H", "H", "H", "H", "H", "H", "H", "H", "H", "H", "H", "H", "C", "O", "C", "C", "O", "C", "C", "O", "C", "H", "H", "H", "H", "H", "H", "H", "H", "H", "H", "H", "H", "H", "H", "C", "O", "C", "C", "O", "C", "C", "O", "C", "H", "H", "H", "H", "H", "H", "H", "H", "H", "H", "H", "H", "H", "H", "C", "O", "C", "C", "O", "C", "C", "O", "C", "H", "H", "H", "H", "H", "H", "H", "H", "H", "H", "H", "H", "H", "H", "C", "O", "C", "C", "O", "C", "C", "O", "C", "H", "H", "H", "H", "H", "H", "H", "H", "H", "H", "H", "H", "H", "H", "C", "C", "O", "C", "O", "C", "F", "F", "F", "H", "H", "H", "H", "H", "C", "C", "O", "C", "O", "C", "F", "F", "F", "H", "H", "H", "H", "H"],
  "coordinates": [[-1.3940, 0.8635, 3.8322], [-0.1580, -0.8650, 0.8595], [-1.1857, -0.7227, -0.2245], [-0.6571, -0.3401, 2.1221], [0.5227, -2.3196, 0.8586], [0.9338, -2.7711, 1.9966], [-0.3196, -3.2207, 0.3509], [1.5775, -2.2255, 0.0881], [-1.3527, 0.5106, -0.8342], [-2.4187, 0.5404, -1.9401], [-2.5996, 1.5617, -2.2752], [-2.0305, 0.1179, -2.8669], [-3.3049, 0.0715, -1.5125], [-0.4367, 1.0028, -1.1612], [-1.6496, 1.1631, -0.0132], [0.6688, -0.2066, 0.5930], [-5.9090, -0.2790, -2.5901], [-5.8724, 1.0595, -2.0480], [-5.8891, 2.1284, -1.6580], [-6.4378, -0.4377, -3.5299], [-6.4902, -0.8708, -1.8830], [-4.9023, -0.6942, -2.6385], [4.1716, 1.7038, 4.3403], [3.3200, 0.9920, 5.2284], [2.6538, -0.0766, 4.5695], [1.5762, -0.7162, 5.4104], [0.4187, 0.1386, 5.7264], [-0.3867, -0.4369, 6.8170], [-1.3976, -1.4438, 6.2008], [-1.7704, -1.1087, 4.9248], [-2.1018, -2.1499, 4.0490], [5.0384, 1.1199, 4.0307], [4.5737, 2.5209, 4.9391], [3.5277, 2.0271, 3.5224], [3.2795, -0.8226, 4.0795], [2.1315, 0.4402, 3.7644], [2.1470, -1.0151, 6.2896], [1.1799, -1.5966, 4.9046], [-0.9564, 0.3072, 7.3736], [0.1389, -1.0120, 7.5793], [-2.3330, -1.5694, 6.7460], [-0.8409, -2.3619, 6.3885], [-2.5354, -1.8556, 3.0932], [-2.6172, -2.9085, 4.6379], [-1.2019, -2.7273, 3.8374], [0.6810, 3.0167, 5.1146], [0.0130, 2.6103, 3.9316], [-0.1243, 3.7255, 3.0490], [-0.9459, 3.3247, 1.7993], [-1.8996, 2.4273, 2.2012], [-3.2456, 2.7668, 1.8003], [-4.0525, 1.5038, 1.8763], [-3.7945, 0.7772, 3.0843], [-4.9300, 0.2804, 3.8417], [0.4851, 2.2475, 5.8616], [0.3324, 3.9750, 5.4996], [1.7409, 3.0549, 4.8630], [0.8877, 3.9839, 2.7372], [-0.5854, 4.5292, 3.6231], [-0.3319, 2.7101, 1.1409], [-1.3013, 4.2550, 1.3563], [-3.3652, 3.0994, 0.7692], [-3.6669, 3.5766, 2.3959], [-3.7501, 0.8236, 1.0801], [-5.1184, 1.7299, 1.9031], [-4.5407, 0.0846, 4.8408], [-5.2814, -0.6441, 3.3835], [-5.6461, 1.0969, 3.9350], [-8.2492, -0.0338, 0.7585], [-7.7847, -1.0459, 1.6135], [-7.1100, -2.2156, 1.0049], [-5.6817, -1.7719, 0.7770], [-5.1931, -2.4079, -0.4479], [-3.8369, -2.9070, -0.4401], [-3.6665, -3.7198, -1.7673], [-4.0229, -2.9887, -2.9101], [-4.3463, -3.8735, -4.0386], [-7.4086, 0.5252, 0.3473], [-8.7063, 0.7659, 1.3413], [-8.8450, -0.4333, -0.0622], [-7.6541, -2.4259, 0.0841], [-7.2552, -3.0865, 1.6441], [-5.0220, -1.9874, 1.6176], [-5.5935, -0.6935, 0.6444], [-3.5557, -3.3753, 0.5032], [-3.2005, -2.0290, -0.5509], [-4.2417, -4.6408, -1.6718], [-2.6624, -4.0594, -2.0211], [-3.5669, -4.3675, -4.6188], [-4.9530, -3.2647, -4.7090], [-4.9392, -4.7339, -3.7282], [3.5549, 6.8338, 2.7202], [2.4036, 5.9888, 2.5335], [2.1441, 5.7559, 1.1844], [3.0751, 4.7753, 0.5882], [2.6944, 3.3692, 1.0077], [3.7631, 2.5291, 0.5290], [3.4002, 1.0713, 0.8920], [4.6182, 0.3137, 1.3272], [4.4630, -1.0903, 1.3677], [3.7886, 7.6234, 2.0060], [4.5020, 6.2986, 2.7887], [3.5108, 7.3712, 3.6675], [2.1288, 6.7485, 0.7343], [1.1938, 5.2252, 1.1261], [4.0684, 5.0843, 0.9139], [3.1725, 4.7656, -0.4974], [4.7464, 2.7514, 0.9434], [3.8051, 2.6349, -0.5551], [2.8415, 0.7692, 0.0062], [2.6301, 1.0146, 1.6612], [3.5234, -1.3799, 1.8382], [5.3229, -1.5777, 1.8270], [4.4579, -1.4398, 0.3353], [-0.8020, 1.4773, -5.2410], [0.5675, 1.0894, -5.2111], [0.9873, 0.3899, -4.0089], [2.4386, -0.2212, -4.0870], [3.3674, 0.8582, -4.1339], [4.5817, 0.4116, -4.6910], [5.6689, 1.5142, -4.9997], [5.9917, 2.3213, -3.8455], [5.0616, 3.3921, -3.5476], [-1.2751, 0.5121, -5.4213], [-1.0593, 2.0269, -6.1465], [-1.1809, 1.7984, -4.2708], [0.3176, -0.4371, -3.7730], [1.0180, 1.0818, -3.1672], [2.4306, -0.8687, -4.9638], [2.6499, -0.8296, -3.2077], [4.4161, -0.0967, -5.6409], [5.0328, -0.3255, -4.0266], [5.3277, 2.1477, -5.8185], [6.5372, 0.9723, -5.3745], [4.6853, 3.8504, -4.4621], [5.4270, 4.0823, -2.7871], [4.1918, 2.9087, -3.1029], [-3.1745, 4.0347, -4.1803], [-2.0654, 3.9477, -3.2279], [-2.1000, 5.1643, -2.3397], [-0.6357, 5.3445, -1.7325], [0.3036, 5.6665, -2.6893], [0.8803, 4.5099, -3.3849], [1.4601, 5.0714, -4.7674], [2.5877, 5.9203, -4.5604], [2.9466, 6.7147, -5.6942], [-3.0911, 4.8139, -4.9378], [-4.1052, 4.1356, -3.6220], [-3.0839, 3.1092, -4.7489], [-2.8010, 5.1380, -1.5055], [-2.1498, 6.1084, -2.8821], [-0.3868, 4.3350, -1.4051], [-0.6023, 5.9191, -0.8068], [0.2833, 3.6118, -3.5438], [1.7354, 4.1696, -2.8008], [0.6603, 5.5266, -5.3515], [1.8161, 4.2185, -5.3452], [3.1469, 6.1036, -6.5743], [3.9045, 7.2330, -5.6519], [2.1978, 7.4309, -6.0326], [3.8941, -4.3870, -0.0510], [2.9784, -5.3365, -0.8922], [3.7477, -6.0617, -1.8448], [3.2681, -6.8768, -2.7444], [2.0564, -6.9472, -3.0045], [4.3101, -7.8227, -3.3294], [5.4654, -7.5096, -2.7360], [3.9365, -9.0646, -3.0380], [4.2756, -7.8469, -4.6432], [3.3175, -3.9007, 0.7359], [4.2915, -3.6962, -0.7946], [4.7307, -4.9413, 0.3743], [2.2041, -4.7665, -1.4056], [2.5588, -6.1438, -0.2919], [2.4543, -9.9879, 1.3974], [0.9921, -9.5292, 1.0582], [0.9470, -8.2231, 1.6294], [-0.1668, -7.7992, 2.3253], [-1.1304, -8.4789, 2.5421], [-0.0893, -6.3326, 2.8732], [0.8644, -5.6368, 2.1708], [-1.2512, -5.6424, 2.7524], [0.1932, -6.3944, 4.1336], [3.1847, -9.3726, 0.8721], [2.6491, -11.0424, 1.2021], [2.5532, -9.9046, 2.4797], [0.2876, -10.1837, 1.5714], [0.7845, -9.5901, -0.0101]],
  "forces_ev_per_angstrom": [[0.115, -0.501, -0.702], [-1.677, 3.330, 2.495], [1.455, -2.922, 0.610], [0.717, -1.835, -1.895], [-3.227, 2.303, -0.837], [0.450, -0.292, 2.151], [-0.243, -0.750, -0.404], [1.497, -0.214, -1.493], [-0.143, 1.885, 0.955], [1.103, -0.086, 0.472], [-0.265, 0.296, 0.649], [-0.308, -0.919, 0.175], [-0.100, -0.022, -0.584], [0.606, -0.431, -0.425], [-0.512, 0.531, 0.010], [0.228, 0.038, -0.462], [-0.227, -0.874, 0.471], [-0.297, -0.728, -1.177], [0.139, 1.305, 0.700], [0.224, 0.717, -0.166], [0.291, -0.253, 0.146], [-0.198, -0.140, -0.076], [-0.387, -0.117, 0.970], [0.510, -1.230, 0.692], [-1.660, 1.963, -1.060], [-0.066, 0.098, 0.526], [1.031, -1.257, 1.776], [-1.077, 0.259, -1.249], [0.524, -0.308, 1.633], [0.130, 1.158, -1.721], [0.942, -2.131, 0.660], [-0.189, -0.260, -0.416], [-0.223, 0.291, -0.259], [0.536, 0.371, -0.403], [0.425, -0.176, 0.465], [-0.289, -0.233, -0.682], [-0.631, -0.169, 0.694], [0.218, -0.129, -0.157], [0.427, 0.707, -0.534], [0.758, 0.252, -0.257], [0.088, 0.257, 0.776], [-0.255, -0.850, -1.289], [-0.155, 0.432, 0.536], [-1.152, 0.077, -0.263], [0.477, 0.232, -0.552], [0.305, -0.573, 0.233], [-0.361, 0.514, -0.520], [0.306, -0.639, -0.448], [2.295, 0.092, 1.074], [-3.199, 0.160, -0.403], [0.020, -0.550, 0.401], [-0.390, -1.045, 1.166], [-0.042, -0.068, 0.556], [1.401, 0.766, -0.475], [0.252, 0.204, -0.150], [-0.114, 0.165, -0.225], [0.144, 0.202, 0.415], [-0.060, 0.435, 0.030], [-0.120, 0.245, -0.199], [0.556, 0.694, -0.483], [-0.263, -0.191, -0.334], [0.707, 0.044, -0.354], [0.182, -0.036, 0.512], [-0.286, 0.176, -0.408], [-0.112, 0.117, -0.727], [0.045, -0.137, -0.048], [-0.489, 0.225, 0.083], [-0.473, -0.348, -0.175], [1.248, 0.191, -0.198], [-0.066, -1.505, 0.931], [-1.139, 2.434, 0.078], [1.198, -0.990, -1.464], [-0.192, -0.607, 1.153], [-0.107, 1.570, -1.902], [0.397, -0.730, 0.940], [-0.896, -0.728, -1.533], [-0.718, 0.715, 0.759], [0.357, -0.123, -0.607], [-0.708, -0.572, 0.178], [-0.382, 0.162, 0.061], [0.380, -0.085, -0.388], [0.203, 0.316, 0.279], [-0.003, -0.368, 0.115], [-0.398, 0.141, -0.082], [-0.144, -0.613, -0.227], [0.386, 0.011, 0.230], [-0.518, -0.064, -0.117], [0.575, -0.004, 1.117], [0.937, 0.669, 0.326], [0.128, -0.053, -0.036], [-0.396, 0.185, 0.473], [0.511, -0.125, 0.927], [1.244, 1.069, 1.043], [-1.018, -0.303, -0.184], [0.707, -1.611, -0.117], [1.876, 2.224, -0.594], [-0.696, -0.879, 0.784], [0.795, -0.076, 0.209], [-1.504, 1.466, -0.631], [-0.310, 0.240, -1.070], [-0.882, -0.083, -0.749], [-0.082, -0.637, -0.093], [-0.615, -0.272, 0.166], [-0.141, -0.283, -0.886], [-0.533, 0.665, 0.035], [0.409, -0.748, 0.370], [-0.604, 0.194, -0.209], [-0.020, 0.377, 0.249], [0.225, -0.031, -0.144], [0.629, -1.330, -0.316], [0.235, 0.258, 0.461], [-0.006, -0.143, 0.204], [-0.028, 0.411, 0.376], [-0.259, -0.337, -0.146], [0.125, -2.623, 0.127], [1.542, 0.198, 0.633], [0.801, 0.141, -0.270], [-1.764, 1.494, -0.361], [-0.050, -0.302, -0.738], [1.421, 0.589, -0.251], [-1.843, 0.147, 1.384], [0.418, 0.110, -0.590], [-0.748, -1.792, -0.213], [-0.909, -0.172, 0.092], [0.513, 0.698, 0.465], [0.120, 0.811, -0.210], [-0.318, -0.062, -0.030], [-0.315, 0.211, 0.143], [0.541, 0.079, -0.304], [-0.264, -0.123, 0.197], [-0.211, -0.101, -0.273], [0.176, -0.122, 0.261], [-0.189, 0.215, -0.049], [0.266, 0.148, 0.450], [0.347, 0.468, 0.002], [0.621, -0.030, -0.499], [-0.300, 0.113, 0.097], [1.076, -0.772, 0.629], [-1.359, 2.896, 0.671], [2.986, -0.214, -0.120], [-1.585, -2.984, -0.087], [0.443, -0.366, -1.192], [1.714, 2.116, -1.142], [-0.090, -1.080, 1.112], [-0.004, 0.978, -0.082], [-0.025, -0.755, -0.867], [0.319, 0.502, 0.354], [-0.149, -0.218, -0.244], [-0.524, -0.179, 0.206], [-0.420, -0.459, -0.326], [-0.888, -0.249, -0.632], [0.002, -0.403, 0.545], [-0.047, 0.776, -0.424], [-0.718, 0.614, -0.082], [0.256, 0.074, 0.187], [-0.072, 0.429, 0.156], [-0.106, -0.379, -0.086], [-0.341, -0.652, -0.183], [-0.083, 0.055, 1.236], [-0.359, 0.092, 0.494], [-0.362, -1.247, -1.482], [-0.402, 0.093, 0.992], [2.384, 0.143, -0.404], [-4.780, 0.906, 0.354], [2.924, -0.264, 0.098], [-1.250, 0.002, 0.780], [0.500, -0.797, -1.265], [0.332, -0.827, 1.287], [1.207, 1.222, -0.940], [0.050, 0.025, -0.256], [0.082, 0.430, 0.423], [-0.090, -0.032, 0.068], [-0.102, -0.134, 0.109], [-0.515, 0.405, 0.316], [-1.101, -0.085, -0.031], [1.439, -1.567, 1.068], [-1.518, 2.132, 0.605], [0.062, -1.379, -1.171], [0.435, 0.498, 0.002], [0.142, 0.436, -2.523], [-0.777, -0.521, 1.017], [0.780, -0.860, -0.201], [0.718, 0.214, 1.471], [-0.015, -0.023, 0.162], [-0.213, 0.028, -0.443], [0.238, 0.323, -0.038], [-0.091, 0.115, -0.012], [-0.063, 0.722, 0.030]],
  "mulliken_charge": [0.01, 0.45, -0.03, -0.01, 0.48, -0.30, -0.21, -0.09, 1.09, 0.44, -0.12, 0.15, -1.02, 0.28, -1.18, -0.89, 0.05, 0.36, -0.61, 0.53, -0.11, -0.02, -0.14, -0.52, 0.57, -0.87, -0.16, -0.65, -0.99, 0.71, -0.70, 0.37, 0.27, -0.29, 0.60, -0.72, 0.43, 0.25, 0.33, 0.45, 0.41, 0.41, -0.30, 0.50, 0.17, -0.71, 0.34, -0.69, -0.83, 1.12, -1.17, 0.53, -0.13, -0.92, 0.03, 0.35, 0.09, 0.21, 0.57, 0.04, 0.65, 0.22, 0.33, -0.92, 0.70, 0.14, 0.11, 0.43, -0.41, -0.45, -0.80, 0.79, -0.42, 0.02, -1.07, -0.14, -0.92, -0.04, 0.28, 0.30, 0.33, 0.32, 0.16, -0.28, 0.46, -0.16, 0.45, 0.53, 0.32, 0.27, 0.35, -0.94, -0.31, -0.29, -0.22, 0.33, -0.59, 1.03, -0.50, -0.40, 0.39, 0.31, 0.29, 0.58, -0.36, 0.27, 0.23, 0.40, -0.08, 0.27, -0.79, -0.20, 0.39, 0.35, -0.47, -0.49, 0.38, -1.20, 0.10, -0.58, -0.73, -0.45, -0.33, 0.54, 0.32, -0.18, 0.41, -0.15, 0.41, 0.40, 0.40, 0.34, 0.36, 0.36, 0.33, 0.32, -0.07, -0.93, 0.09, -0.97, -0.26, -0.54, 0.94, -1.04, -0.30, -0.92, 0.33, 0.36, 0.17, 0.48, 0.40, -0.04, 0.63, -0.06, -0.21, 0.50, 0.44, 0.36, 0.30, 0.33, -0.97, 0.00, -0.26, 0.41, -0.59, 0.84, -0.23, -0.26, -0.23, 0.12, 0.31, 0.53, 0.29, 0.05, -1.06, -0.30, -0.20, 0.11, -0.52, 1.09, -0.25, -0.21, -0.26, 0.21, 0.40, 0.31, 0.37, 0.30],
  "multiplicity": 3,
  "homo_energy_ev": [-4.1, -8.1]
}


Number 1: E_tot -21199.249 eV. Number 2: E_tot -173227.636 eV.